Here is C48H34Cl2N11O4PbSe2 as an isolated structure from the OMol25 dataset. Energies are from the ωB97M-V functional and the def2-TZVPD basis.

Summary:
2S+1 = 1
Net charge = +1
Energy relative to the best compared isomer or geometry (same formula, charge and spin) = 0.833 eV
HOMO-LUMO gap (spin up / spin down) = 6.34 / 5.14 eV
HOMO level (spin up / spin down) = -10.674 / -9.967 eV
F_max = 0.6 eV Å⁻¹

Element x y z (Å)
Pb1 -0.615 -0.321 0.172
C1 -2.141 -1.143 -4.338
C2 -2.434 -1.013 -2.994
N1 -1.960 0.002 -2.271
C3 -1.216 0.909 -2.898
C4 -0.834 0.704 -4.224
N2 -1.295 -0.310 -4.943
C5 -0.863 2.163 -2.170
C6 -0.709 3.324 -2.909
C7 -0.497 4.533 -2.265
C8 -0.432 4.502 -0.881
C9 -0.577 3.298 -0.209
N3 -0.803 2.143 -0.833
C10 -0.480 3.303 1.275
C11 0.540 4.011 1.907
N4 0.653 4.049 3.228
C12 -0.280 3.391 3.919
C13 -1.286 2.679 3.289
N5 -1.382 2.619 1.963
C14 -0.401 5.812 -3.015
C15 -1.163 6.034 -4.154
C16 -1.072 7.261 -4.794
N6 -0.286 8.254 -4.379
C17 0.452 8.028 -3.292
C18 0.429 6.837 -2.582
H1 -2.570 -1.941 -4.933
H2 -3.058 -1.736 -2.481
H3 -0.118 1.360 -4.704
H4 -0.761 3.287 -3.987
H5 -0.319 5.418 -0.317
H6 1.303 4.522 1.329
H7 -0.214 3.430 5.000
H8 -2.033 2.139 3.861
H9 -1.842 5.278 -4.530
H10 -1.664 7.458 -5.681
H11 1.096 8.840 -2.973
H12 1.074 6.708 -1.722
C19 7.202 -4.069 -1.641
O1 7.358 -4.676 -0.358
C20 6.959 -3.984 0.720
C21 7.173 -4.603 1.956
C22 6.805 -3.966 3.114
C23 6.170 -2.719 3.060
C24 5.972 -2.095 1.828
C25 6.374 -2.716 0.660
N7 5.831 -2.140 4.290
N8 5.091 -1.153 4.390
C26 4.017 -0.745 3.711
C27 3.700 0.642 3.825
C28 2.705 1.214 3.110
C29 1.866 0.427 2.253
O2 0.971 0.950 1.570
C30 2.067 -1.040 2.258
N9 1.150 -1.753 1.586
C31 1.244 -3.073 1.589
C32 2.250 -3.747 2.284
C33 3.184 -3.021 2.982
C34 3.117 -1.622 2.969
H13 7.548 -4.802 -2.361
H14 7.808 -3.165 -1.718
H15 6.155 -3.832 -1.836
H16 7.644 -5.578 1.971
H17 6.984 -4.421 4.082
H18 5.523 -1.108 1.779
H19 6.229 -2.212 -0.284
H20 4.334 1.241 4.467
H21 2.517 2.280 3.157
H22 0.485 -3.616 1.039
H23 2.278 -4.828 2.276
H24 3.945 -3.531 3.556
Se1 0.575 -3.014 -2.536
N10 -0.528 -2.847 -1.136
C35 -1.492 -3.738 -1.315
C36 -2.587 -3.940 -0.416
C37 -3.540 -4.840 -0.751
C38 -3.474 -5.607 -1.966
C39 -2.438 -5.480 -2.826
C40 -1.404 -4.536 -2.519
N11 -0.351 -4.300 -3.286
H25 -2.641 -3.377 0.507
H26 -4.377 -4.993 -0.080
H27 -4.272 -6.302 -2.192
H28 -2.368 -6.065 -3.734
Cl1 3.577 -1.907 -1.151
C41 3.508 -0.143 -1.339
Cl2 4.297 0.646 0.056
C42 2.090 0.426 -1.523
O3 2.052 1.599 -1.848
O4 1.110 -0.393 -1.369
H29 4.096 0.119 -2.207
Se2 -2.064 -0.355 2.755
C43 -2.739 -2.099 2.933
C44 -4.085 -2.351 2.636
C45 -4.605 -3.622 2.823
C46 -3.790 -4.645 3.297
C47 -2.453 -4.399 3.597
C48 -1.926 -3.130 3.420
H30 -4.711 -1.547 2.269
H31 -5.650 -3.812 2.611
H32 -4.198 -5.638 3.439
H33 -1.829 -5.194 3.985
H34 -0.889 -2.926 3.658



Here is a 9-piece molecular cluster, C19H31N8O4P overall from the OMol25 dataset. Energies are from the ωB97M-V functional and the def2-TZVPD basis.

Summary:
2S+1 = 1
HOMO-LUMO gap = 8.98 eV
HOMO level = -8.688 eV
F_max = 4.3 eV Å⁻¹

Element x y z (Å)
C1 0.529 -0.452 1.658
P1 0.778 1.368 1.478
O1 -0.721 1.911 0.918
C2 2.050 1.693 0.132
O2 3.062 2.144 0.450
O3 1.829 1.482 -1.212
C3 1.326 0.186 -1.499
O4 2.123 -0.813 -0.928
H1 -0.439 -0.540 2.150
H2 1.263 -0.903 2.317
H3 0.434 -0.964 0.721
H4 -0.592 2.124 -0.017
H5 0.272 0.067 -1.243
H6 1.390 0.073 -2.576
H7 2.446 -1.346 -1.660
C4 5.446 -0.302 -2.001
C5 4.981 -1.001 -3.203
N1 4.600 -1.537 -4.130
H8 5.111 -0.830 -1.110
H9 6.533 -0.255 -1.999
H10 5.046 0.708 -1.984
C6 -0.969 -4.216 -0.284
C7 -1.273 -2.786 -0.261
N2 -1.513 -1.676 -0.237
H11 -1.877 -4.781 -0.482
H12 -0.236 -4.428 -1.061
H13 -0.567 -4.522 0.680
C8 -4.891 -3.286 1.920
C9 -4.082 -4.505 1.866
N3 -3.457 -5.453 1.829
H14 -5.308 -3.174 2.917
H15 -4.270 -2.421 1.693
H16 -5.700 -3.345 1.194
C10 0.727 5.470 3.147
C11 0.075 4.406 3.913
N4 -0.428 3.584 4.508
H17 1.191 5.048 2.257
H18 -0.008 6.215 2.850
H19 1.492 5.945 3.756
C12 3.798 3.162 -2.713
C13 3.917 3.808 -4.022
N5 4.009 4.307 -5.038
H20 3.379 2.165 -2.831
H21 4.780 3.087 -2.249
H22 3.145 3.745 -2.068
C14 -3.814 -5.070 5.643
C15 -4.421 -3.772 5.341
N6 -4.892 -2.765 5.107
H23 -4.582 -5.840 5.657
H24 -3.076 -5.316 4.882
H25 -3.329 -5.031 6.616
C16 1.311 -0.479 -6.590
C17 1.092 -1.063 -5.267
N7 1.005 -1.496 -4.223
H26 2.237 0.093 -6.588
H27 1.382 -1.269 -7.334
H28 0.483 0.180 -6.844
C18 -3.524 3.480 1.310
C19 -4.235 4.367 0.385
N8 -4.785 5.056 -0.331
H29 -3.119 2.629 0.769
H30 -2.706 4.018 1.784
H31 -4.207 3.123 2.078



Here is a 2-piece molecular cluster, BrClOS overall from the OMol25 dataset. Energies are from the ωB97M-V functional and the def2-TZVPD basis.

Summary:
2S+1 = 1
Energy relative to the best compared isomer or geometry (same formula, charge and spin) = 1.485 eV
HOMO-LUMO gap (spin up / spin down) = 9.60 / 5.79 eV
HOMO level (spin up / spin down) = -11.393 / -9.532 eV
F_max = 1.9 eV Å⁻¹

Element x y z (Å)
O1 0.539 -0.910 -0.075
S1 -0.657 -0.120 -0.026
Cl1 -0.176 1.291 1.346
Br1 -0.625 2.573 -2.624



Here is C8H20BrI2N6O14S2 as an isolated structure from the OMol25 dataset. Energies are from the ωB97M-V functional and the def2-TZVPD basis.

Summary:
2S+1 = 1
Net charge = -1
HOMO-LUMO gap = 7.27 eV
HOMO level = -5.750 eV
F_max = 0.9 eV Å⁻¹

Element x y z (Å)
C1 -0.567 -1.983 4.059
C2 -0.735 -1.330 2.671
I1 0.753 -2.123 1.307
C3 -0.714 0.207 2.751
I2 -0.550 1.205 0.867
S1 -2.245 0.851 3.542
O1 -1.901 2.215 3.896
O2 -2.601 -0.063 4.605
N1 -3.299 0.866 2.332
S2 -4.680 0.136 2.323
O3 -5.504 0.309 3.493
O4 -5.271 0.326 1.011
Br1 -4.280 -2.099 2.327
H1 -1.439 -2.607 4.269
H2 -0.509 -1.206 4.821
H3 0.337 -2.589 4.109
H4 -1.676 -1.630 2.203
H5 0.126 0.584 3.339
C4 3.519 0.610 -2.640
N2 2.683 0.682 -1.413
O5 1.488 0.556 -1.562
O6 3.248 0.874 -0.361
H6 2.864 0.434 -3.483
H7 4.035 1.562 -2.729
H8 4.231 -0.201 -2.521
C5 -0.343 -2.422 -2.447
N3 0.982 -3.074 -2.639
O7 1.123 -3.839 -3.569
O8 1.849 -2.807 -1.833
H9 -1.005 -2.768 -3.230
H10 -0.695 -2.700 -1.457
H11 -0.188 -1.349 -2.487
C6 -4.478 1.129 -1.789
N4 -3.088 1.078 -2.321
O9 -2.609 -0.009 -2.564
O10 -2.511 2.136 -2.458
H12 -4.850 0.115 -1.717
H13 -4.428 1.592 -0.807
H14 -5.060 1.733 -2.479
C7 4.250 -1.007 3.991
N5 2.920 -0.378 4.205
O11 2.713 0.696 3.691
O12 2.126 -1.006 4.871
H15 4.838 -0.344 3.368
H16 4.700 -1.152 4.969
H17 4.070 -1.961 3.504
C8 1.330 3.452 -5.078
N6 2.311 2.342 -5.239
O13 1.874 1.218 -5.349
O14 3.489 2.638 -5.236
H18 0.335 3.024 -5.087
H19 1.546 3.935 -4.129
H20 1.487 4.141 -5.902